14
Properties=species:S:1:pos:R:3:forces:R:3 method="wB97M-V/def2-TZVPD" smiles="NCC(N)=O.O" multiplicity=1 e_lumo_ev=0.765 homo_lumo_gap_ev=10.39 charge=0 e_homo_ev=-9.626 relative_energy_kcal_mol=9.2 fmax_ev_per_a=0.985 energy_ha=-341.0158
N 1.4899 0.2768 0.2713 0.115 -0.479 -0.030
C 0.6673 -0.8578 -0.1872 -0.442 0.643 -0.208
C -0.7776 -0.7588 0.3102 0.444 -0.593 0.650
N -0.9053 -0.1058 1.5022 0.198 0.251 -0.479
O -1.6780 -1.3461 -0.2513 -0.265 0.094 -0.176
H 2.2193 -0.0831 0.8733 0.070 0.201 0.040
H 1.9541 0.7086 -0.5163 -0.072 0.073 -0.016
H 0.5802 -0.8923 -1.2729 0.211 -0.044 0.066
H 1.0633 -1.8072 0.1681 -0.053 -0.131 -0.018
H -1.8336 0.0452 1.8594 -0.022 0.063 -0.040
H -0.1875 0.5940 1.6474 -0.132 -0.080 0.261
H -0.4909 1.9599 -1.0523 0.023 0.023 -0.076
H -1.3878 0.8236 -1.5166 0.097 0.083 -0.237
O -0.7132 1.4430 -1.8352 -0.170 -0.103 0.264

***

14
Properties=species:S:1:pos:R:3:forces:R:3 method="wB97M-V/def2-TZVPD" smiles="O=[N+]([O-])N(OC(F)F)SC(F)(F)F" multiplicity=1 e_lumo_ev=-2.318 homo_lumo_gap_ev=8.46 charge=0 e_homo_ev=-10.779 relative_energy_kcal_mol=21.5 fmax_ev_per_a=5.268 energy_ha=-1309.3180
C 1.8630 -0.6364 -0.2558 -0.300 1.357 -2.851
C -1.8239 -1.2260 -0.1173 -1.498 1.175 0.248
N 0.0833 2.3010 0.4877 -2.965 2.256 -0.948
N 0.1751 0.9774 0.1342 -3.607 -3.834 0.199
O 1.0950 2.9066 0.6157 0.984 0.610 0.576
O -1.0729 2.7613 0.3872 1.984 -0.776 0.656
O 1.3364 0.4911 0.4968 2.349 -1.676 1.062
F 1.8912 -1.7874 0.3837 -0.015 0.624 0.938
F 1.1219 -0.8325 -1.3706 -0.470 0.176 0.173
F -0.8917 -2.0426 -0.5084 0.441 -0.648 -0.023
F -2.3290 -0.6039 -1.1887 0.461 0.067 -0.025
F -2.8533 -1.9145 0.4190 0.212 -0.419 0.149
S -1.4047 -0.0783 1.2371 2.140 1.297 -1.552
H 2.8095 -0.3159 -0.7205 0.283 -0.208 1.396

***

89
Properties=species:S:1:pos:R:3:forces:R:3 method="wB97M-V/def2-TZVPD" multiplicity=1 e_lumo_ev=1.903 homo_lumo_gap_ev=9.03 charge=-1 e_homo_ev=-7.125 relative_energy_kcal_mol=39.5 fmax_ev_per_a=4.675 energy_ha=-2004.1965
O 2.0552 26.0069 27.3326 -0.433 -1.091 0.315
C 2.9298 26.9678 27.5288 -0.224 4.126 2.187
O 2.8732 27.7381 28.4991 -0.874 -0.457 2.435
O 3.6550 27.2444 26.5856 2.516 -0.241 -2.985
H 2.4458 25.9768 26.4562 -1.124 -2.082 -1.867
C 0.4048 23.6323 25.9400 0.465 0.349 -0.206
C -0.6001 22.9142 26.7941 0.454 -2.208 -0.618
O -0.5391 21.6687 26.7278 -0.963 1.422 0.743
N -1.4269 23.6255 27.5932 0.388 -0.782 -0.075
C -2.4903 23.0245 28.4083 -0.213 1.117 -0.535
H 0.1465 24.6322 25.5915 -0.047 0.092 0.343
H 0.6680 23.0214 25.0765 -0.378 -0.110 0.068
H 1.3235 23.6423 26.5265 0.063 0.398 0.076
H -1.3023 24.6263 27.5401 -0.460 0.027 0.061
H -3.3650 22.8226 27.7901 0.054 -0.396 -0.207
H -2.8437 23.8211 29.0630 0.217 -0.178 0.387
H -2.2288 22.1254 28.9663 0.380 0.227 -0.183
C 7.1429 26.8585 26.4908 0.170 -0.750 0.703
C 7.2102 27.9483 25.4664 1.018 -0.619 1.479
O 8.2555 28.5186 25.2666 1.016 0.625 -0.860
N 6.0571 28.2300 24.8916 -1.508 0.901 -1.173
C 5.8951 29.3500 23.9592 -0.789 -0.175 0.470
H 7.8638 27.0675 27.2812 -0.131 0.177 0.019
H 7.4628 25.9039 26.0730 -0.012 0.006 -0.310
H 6.1560 26.6939 26.9231 -0.027 0.197 -0.008
H 5.2625 27.9717 25.4590 -0.349 -0.039 -0.213
H 5.9259 29.0536 22.9107 0.424 -0.174 0.036
H 6.5826 30.1728 24.1556 0.137 -0.245 0.017
H 4.8764 29.7070 24.1103 -0.011 0.218 0.018
C -0.8029 28.6693 27.3058 -0.210 1.022 0.086
C -1.6331 27.7200 26.4667 0.671 -0.248 1.105
O -1.6267 26.5216 26.6934 -0.133 -0.372 -0.591
N -2.4226 28.3310 25.5735 0.653 0.592 -0.623
C -3.2545 27.7581 24.5435 -1.632 0.347 0.613
H 0.1739 28.3234 27.6436 -0.263 -0.476 -0.131
H -1.4059 28.9432 28.1715 0.063 -0.271 0.295
H -0.6434 29.6357 26.8275 0.118 -0.026 -0.345
H -2.4102 29.3398 25.6222 0.096 -0.242 -0.236
H -4.2431 27.6690 24.9939 -0.364 -0.344 -0.182
H -3.0306 26.7714 24.1380 0.755 0.295 0.247
H -3.3954 28.5152 23.7722 0.360 -0.278 -0.264
C 4.7999 24.0294 26.0048 0.181 0.352 0.617
C 4.2249 24.2671 24.6388 0.369 -0.764 -0.011
O 4.0861 23.3751 23.8372 -0.213 -1.382 -0.900
N 3.9539 25.5260 24.3671 -0.803 1.420 0.481
C 3.5267 26.0985 23.0991 1.847 0.180 0.548
H 4.2150 23.2743 26.5300 0.266 -0.158 -0.110
H 4.8248 24.9337 26.6128 -0.242 0.018 0.035
H 5.8503 23.7576 25.8997 -0.125 -0.474 -0.042
H 4.1403 26.1368 25.1496 -0.300 0.539 -0.267
H 4.2636 26.8963 23.0064 -0.292 0.512 -0.561
H 2.5312 26.5422 23.0895 -0.097 -0.495 -0.031
H 3.7820 25.3987 22.3034 -0.682 -0.084 0.032
C 0.9663 30.8912 29.7597 0.293 -0.188 0.479
C 1.8190 31.4829 28.6600 -0.616 0.718 0.268
O 1.8427 32.6927 28.4969 0.026 0.527 -0.213
N 2.5562 30.6583 27.9149 -0.013 -1.461 -0.383
C 3.3826 31.0476 26.8183 0.414 0.383 -0.668
H -0.0638 31.2456 29.7984 -0.062 -0.122 -0.801
H 1.3201 31.3167 30.6988 0.477 -0.272 0.098
H 1.0292 29.8033 29.7865 -0.159 -0.011 0.156
H 2.5452 29.6532 28.0137 -0.313 -0.202 0.726
H 2.8189 31.4905 25.9972 -0.131 0.443 0.143
H 3.8251 30.1566 26.3727 0.105 -0.129 0.351
H 4.1822 31.7158 27.1379 -0.039 0.138 -0.138
C 2.3934 27.2718 31.8968 0.563 -0.269 -0.127
C 0.9242 27.1531 31.6392 0.383 0.974 2.856
O 0.1057 27.3398 32.5488 -0.004 -0.416 -0.739
N 0.6577 26.8429 30.4100 -1.587 -0.656 -3.006
C -0.6655 26.4916 29.9097 0.361 -0.116 0.846
H 2.5984 26.9441 32.9160 0.075 0.355 -0.042
H 2.7334 28.2859 31.6866 0.047 0.082 0.329
H 2.9250 26.6239 31.1999 0.104 0.021 0.107
H 1.3499 26.9441 29.6815 0.597 0.049 0.220
H -0.5009 25.9728 28.9654 -0.354 0.222 0.078
H -1.3272 27.3535 29.8239 0.036 0.017 -0.245
H -1.1118 25.8318 30.6538 -0.165 -0.153 -0.166
C 5.5755 29.5786 28.9641 -0.095 0.157 -0.557
C 6.1035 28.6341 29.9865 0.952 0.445 0.010
O 7.0737 28.9495 30.6874 -0.933 -1.025 -0.164
N 5.4310 27.4576 30.0301 0.064 0.146 -0.043
C 5.6850 26.4813 31.0419 0.296 0.344 0.159
H 6.2561 30.4143 28.8010 -0.184 0.044 0.421
H 4.5870 29.8691 29.3199 0.014 0.392 -0.316
H 5.4638 29.0891 27.9966 -0.272 -0.176 0.028
H 4.5559 27.3328 29.5416 -0.025 0.715 -0.384
H 6.7534 26.2675 31.0117 -0.101 -0.467 0.302
H 5.0443 25.6269 30.8232 0.360 -0.185 0.210
H 5.4246 26.9123 32.0086 0.100 -0.324 0.318

***

10
Properties=species:S:1:pos:R:3:forces:R:3 method="wB97M-V/def2-TZVPD" multiplicity=1 e_lumo_ev=0.313 homo_lumo_gap_ev=10.57 charge=0 e_homo_ev=-10.255 relative_energy_kcal_mol=62.7 fmax_ev_per_a=0.858 energy_ha=-338.5532
N -1.1781 -0.5399 -0.2787 -0.160 0.324 -0.026
C -1.0805 0.7327 -0.2549 -0.576 0.309 -0.039
O -1.4949 1.8238 -0.2791 0.420 -0.748 0.023
N 1.0001 0.8258 -0.3516 0.265 -0.183 0.099
C 1.3135 -0.0628 0.5697 -0.065 0.112 -0.097
O 0.9825 -1.3025 0.5272 -0.051 0.092 -0.031
H -2.1215 -0.8991 -0.2193 -0.064 0.052 0.006
H -0.1019 -1.1891 0.0421 0.380 0.041 0.101
H 0.8603 0.3180 -1.2294 -0.052 0.070 0.026
H 1.8204 0.2930 1.4740 -0.097 -0.069 -0.061

***

63
Properties=species:S:1:pos:R:3:forces:R:3 method="wB97M-V/def2-TZVPD" multiplicity=2 e_lumo_ev="-10.802 / -12.444" homo_lumo_gap_ev="4.61 / 2.97" charge=+3 e_homo_ev="-15.412 / -15.411" relative_energy_kcal_mol=0.0 fmax_ev_per_a=1.878 energy_ha=-4626.0372
Ce -0.2832 0.4613 -0.3205 0.040 0.142 1.144
P -1.4436 -1.9379 0.6999 -0.918 -1.549 -0.143
P 1.6748 -0.1229 1.8395 1.137 -0.169 1.271
P 1.4030 -1.4136 -1.6044 0.762 -0.811 -0.885
H -3.3205 4.9952 -7.6094 -0.029 -0.162 -0.173
C -3.2773 4.0591 -8.1674 -0.715 -0.578 0.025
C -4.3695 3.2914 -8.3321 0.758 0.441 0.191
H -5.3352 3.5745 -7.9102 0.281 -0.049 -0.136
C -2.9614 -1.5939 1.6687 -0.048 -0.088 0.007
C -0.6769 -3.3145 1.6306 0.258 -0.100 0.172
C -2.1580 -2.7494 -0.8117 0.038 0.103 0.159
C 3.0169 1.1408 1.8160 -0.223 0.057 -0.268
C 0.9831 0.0789 3.5385 -0.330 0.027 -0.140
C 2.6557 -1.6663 2.0498 -0.089 -0.374 -0.282
C 0.6211 -1.3540 -3.2816 -0.114 0.090 0.400
C 1.6490 -3.2036 -1.2895 -0.020 -0.210 0.243
C 3.1047 -0.8133 -1.9163 0.118 -0.079 0.155
H -2.3209 3.7883 -8.6172 -0.226 0.063 0.013
H -4.3342 2.3662 -8.9098 -0.005 0.287 0.130
H -3.5388 -0.7966 1.1872 -0.016 -0.133 0.134
H -2.6975 -1.2978 2.6911 -0.116 -0.040 -0.162
H -3.5907 -2.5048 1.7147 0.335 0.454 -0.024
H -0.3688 -2.9567 2.6277 -0.107 -0.173 -0.345
H 0.2106 -3.7016 1.1041 -0.371 0.146 0.210
H -1.3943 -4.1453 1.7687 0.240 0.447 -0.128
H -2.7898 -2.0153 -1.3321 0.150 -0.291 0.121
H -2.7798 -3.6111 -0.5158 0.281 0.280 -0.086
H -1.3695 -3.0869 -1.5013 -0.313 0.085 0.256
H 3.6490 1.0801 2.7155 -0.291 -0.059 -0.253
H 2.5656 2.1383 1.7599 0.204 -0.058 0.077
H 3.6485 0.9963 0.9290 -0.110 0.058 0.214
H 1.7444 -0.1414 4.3040 -0.189 0.088 -0.359
H 0.1369 -0.6101 3.6837 0.239 0.182 0.023
H 0.6289 1.1083 3.6889 0.102 -0.239 0.010
H 3.3388 -1.5865 2.9149 -0.360 0.175 -0.346
H 3.2671 -1.8631 1.1547 -0.199 0.070 0.301
H 1.9938 -2.5304 2.2196 0.246 0.315 -0.074
H 1.1066 -2.0925 -3.9316 -0.106 0.186 0.075
H 0.7373 -0.3487 -3.7116 -0.011 -0.278 0.045
H -0.4514 -1.5828 -3.1977 0.292 -0.001 -0.171
H 2.3149 -3.6201 -2.0714 -0.375 0.235 0.370
H 0.6877 -3.7479 -1.3057 0.494 0.228 -0.011
H 2.1279 -3.3525 -0.3021 -0.229 0.048 -0.540
H 3.6698 -1.5834 -2.4734 -0.221 0.425 0.195
H 3.6123 -0.6163 -0.9578 -0.075 -0.077 -0.404
H 3.0558 0.1196 -2.4933 0.140 -0.273 0.126
C 0.4175 2.6342 -2.8898 0.363 -0.133 0.827
C -0.8937 2.1955 -3.2062 -0.636 0.100 -0.517
C -1.4801 2.5543 -4.4257 0.035 -0.740 1.391
C -0.7970 3.3691 -5.3318 0.220 0.310 -0.339
C 0.5030 3.7858 -5.0212 0.554 0.269 -0.100
C 1.1081 3.4033 -3.8416 0.662 0.720 -0.610
Se 1.3850 2.3907 -1.2584 0.143 1.090 -1.522
H -1.6115 0.0121 -1.4568 -1.154 -0.476 -0.632
H -1.4832 1.5948 -2.5051 0.049 0.166 -0.288
H -2.4791 2.2089 -4.6627 0.015 0.039 0.042
H -1.2842 3.6791 -6.2674 0.221 -0.180 0.442
H 1.0552 4.4309 -5.7048 -0.184 -0.208 0.108
H 2.1281 3.7262 -3.6082 -0.408 -0.038 -0.205
N -1.5037 1.6613 1.5478 0.584 0.485 -0.181
H -2.3988 1.9637 1.1790 -0.343 0.195 0.074
H -1.0009 2.5198 1.8138 -0.313 -0.238 -0.006
H -1.6994 1.1734 2.4087 -0.116 -0.196 0.380

***

16
Properties=species:S:1:pos:R:3:forces:R:3 method="wB97M-V/def2-TZVPD" multiplicity=1 e_lumo_ev=-0.669 homo_lumo_gap_ev=8.66 charge=0 e_homo_ev=-9.333 relative_energy_kcal_mol=160.5 fmax_ev_per_a=3.823 energy_ha=-722.9125
C 0.1531 1.9810 0.7081 -0.468 0.109 -1.321
C 1.3639 -0.3918 -0.7340 2.008 0.608 -1.972
C 0.0417 -1.0071 -1.0521 -0.398 1.789 1.320
N -1.5280 -0.8880 1.1221 0.200 -1.058 -2.430
O -2.4911 -0.0337 -1.0881 -0.296 0.167 -0.214
O 1.7719 -0.3227 0.5530 0.878 -2.789 1.723
S -1.2727 0.0534 -0.3059 1.052 0.200 0.609
H -0.0729 2.7237 -0.1231 0.134 -0.695 0.733
H -0.5309 2.2667 1.5124 -0.491 -0.053 0.081
H 2.1542 -1.0501 -1.1742 -0.679 0.665 -0.545
H 1.4082 0.6505 -1.1249 0.047 -0.742 -0.515
H -0.0925 -1.8231 -0.4058 -0.061 -2.011 -0.120
H -0.0243 -1.1067 -2.1202 -0.710 -0.320 -0.245
H -0.7152 -1.3102 1.5191 1.172 -0.795 -0.486
H -1.6658 -0.2242 1.7893 -1.372 2.551 2.496
H 1.5004 0.4823 0.9244 -1.017 2.373 0.885

***

What is the charge in the sixth record?
0